Entry 1:
Here is a molecular structure, C20H55BrClIN4O14P at a distorted geometry from the OMol25 dataset. Energies are from ωB97M-V/def2-TZVPD.

Cartesian coordinates (Å):
I: -2.242 -4.203 2.730
Br: -2.089 -2.168 -0.068
Cl: 0.122 -3.930 5.066
P: 5.575 -0.267 1.153
O: -2.973 -6.720 0.327
O: 1.826 7.284 -5.630
O: 3.182 3.689 -3.555
O: -1.068 -0.535 4.691
O: 5.479 0.832 -2.226
O: -3.364 2.345 -3.202
O: -1.209 -3.930 -3.321
O: -0.446 1.621 -2.451
O: 4.452 -0.279 2.484
O: -6.534 0.124 -1.337
O: 3.038 1.482 1.608
O: 7.168 -0.277 1.938
O: -5.087 -3.517 -6.607
O: 0.476 0.952 10.119
N: 1.074 -0.820 -1.518
N: -0.668 -2.841 2.505
N: 2.378 -0.347 7.159
N: 5.552 -1.815 0.241
C: -4.480 2.775 -2.444
C: 6.209 2.045 -2.259
C: 2.665 -1.782 4.894
C: -7.029 0.534 -0.076
C: 1.847 -0.794 2.258
C: -2.979 -8.066 0.766
C: 0.284 2.834 -2.484
C: 1.803 -1.124 6.168
C: 3.353 5.094 -3.583
C: 0.369 -2.770 3.605
C: -2.228 -3.712 -4.279
C: 1.679 -1.741 3.585
C: 0.684 -0.895 1.072
C: -2.184 -0.105 5.449
C: -0.577 -1.956 1.282
C: 0.657 0.004 -0.299
C: 2.556 8.497 -5.663
C: 3.123 0.224 2.105
C: -5.093 -4.863 -6.168
C: 0.648 2.357 10.090
H: -3.079 -4.361 -4.061
H: -1.838 -3.947 -5.272
H: 2.579 5.569 -2.976
H: 4.343 5.349 -3.196
H: -6.247 1.069 0.468
H: -5.778 -0.464 -1.170
H: 2.992 -2.886 5.141
H: -1.406 -0.840 3.832
H: -1.097 1.659 -3.172
H: 6.953 2.034 -1.458
H: -1.837 0.245 6.424
H: 4.892 -2.509 0.658
H: 5.528 2.886 -2.109
H: -4.133 3.125 -1.469
H: 1.028 2.823 -1.684
H: 1.175 7.323 -6.351
H: 6.716 2.140 -3.222
H: -5.029 -4.881 -5.077
H: -2.874 -0.940 5.589
H: 0.774 -0.271 -2.370
H: -4.233 -5.389 -6.590
H: -4.982 3.594 -2.966
H: -1.584 -3.712 -2.451
H: -0.480 0.307 -0.502
H: 0.557 0.673 11.047
H: 1.556 -0.076 7.775
H: 4.828 0.871 -2.947
H: 2.113 -0.917 -1.544
H: -7.350 -0.342 0.493
H: 3.635 -1.133 4.811
H: 0.791 2.929 -3.448
H: -5.171 1.940 -2.305
H: 1.248 1.015 -0.243
H: 0.562 2.705 9.058
H: -2.538 -2.664 -4.251
H: 6.961 -0.668 2.858
H: 3.063 8.592 -6.627
H: -0.126 2.832 10.698
H: 1.637 2.612 10.477
H: 3.268 5.442 -4.615
H: 3.299 8.486 -4.863
H: -6.021 -5.346 -6.485
H: 1.874 9.338 -5.513
H: -3.703 2.040 -4.061
H: -3.907 -8.549 0.449
H: -2.686 0.714 4.928
H: 3.263 3.410 -2.627
H: 5.369 -1.657 -0.775
H: -7.883 1.198 -0.229
H: -5.144 -3.532 -7.577
H: -2.120 -8.592 0.344
H: -2.915 -8.085 1.857
H: -0.397 3.674 -2.334
H: 0.637 -1.336 6.150
H: -3.031 -6.736 -0.643

Output
- charge = +1
- lowest unoccupied orbital energy (eV) = -5.051
- strongest force on any atom (eV/Å) = 9.44
- orbital gap (eV) = 5.9
- energy (hartree) = -5739.847409


Entry 2:
Here is a molecular structure, C20H55FN5O5Pd at a distorted geometry from the OMol25 dataset. Energies are from ωB97M-V/def2-TZVPD.

Cartesian coordinates (Å):
Pd: -0.064 1.833 -0.045
F: -0.729 0.214 1.215
O: -2.492 3.300 -3.590
O: 0.723 -5.910 2.391
O: 1.105 0.264 -1.246
O: -3.940 -3.353 0.034
O: 3.523 3.572 1.495
N: -0.766 -2.573 3.081
N: -2.409 -1.199 -1.181
N: -1.412 1.490 -1.868
N: 1.053 2.183 2.112
N: 1.704 2.990 -0.742
C: 4.373 4.729 1.424
C: -2.652 4.728 -3.573
C: -4.677 -0.397 -0.935
C: -1.139 2.872 -3.773
C: 1.012 -1.159 -1.458
C: 1.276 -2.975 1.714
C: 3.618 2.993 -2.241
C: 2.303 2.001 2.851
C: 2.300 2.235 -1.890
C: 2.338 0.753 -1.765
C: -1.941 0.410 -4.038
C: 2.869 0.676 2.362
C: -1.003 1.398 -3.299
C: -4.129 -4.448 0.957
C: -0.047 -3.568 2.228
C: -3.412 -0.950 -0.167
C: 3.261 3.174 2.846
C: -3.619 -2.151 0.752
C: 0.109 -4.832 3.114
C: 0.786 -7.065 3.190
H: -0.773 3.047 -4.787
H: 1.678 -3.371 0.782
H: -1.936 5.146 -4.281
H: 0.385 1.461 2.370
H: 1.111 -1.903 1.599
H: 2.945 3.937 3.559
H: -0.962 -1.749 2.523
H: -4.392 -2.078 1.518
H: 1.281 -7.857 2.625
H: -3.690 5.033 -3.688
H: -0.179 -7.522 3.418
H: -1.628 -1.755 -0.861
H: 2.350 2.951 0.038
H: 3.254 3.994 -2.472
H: -1.544 0.360 -5.053
H: 1.537 3.958 -0.981
H: 1.400 -6.924 4.082
H: -0.019 -2.272 3.696
H: 3.759 0.480 2.962
H: 3.237 0.753 1.338
H: 0.805 -4.580 3.918
H: -0.469 3.452 -3.133
H: -5.090 -1.156 -1.603
H: -4.975 -4.211 1.602
H: -3.194 -4.637 1.485
H: 4.173 2.756 3.280
H: 4.957 4.744 0.507
H: 0.559 2.929 2.594
H: -2.261 2.045 -1.868
H: -4.500 0.480 -1.556
H: -1.804 0.633 -1.477
H: -5.486 -0.313 -0.209
H: 0.682 -1.362 -2.478
H: -2.925 -1.827 -1.786
H: 1.620 2.499 -2.701
H: 3.751 5.610 1.586
H: 4.320 3.038 -1.409
H: 2.409 0.418 -2.803
H: 0.240 -1.571 -0.812
H: -2.319 5.033 -2.578
H: -2.968 0.770 -4.102
H: -0.632 -3.885 1.362
H: 4.132 2.583 -3.110
H: 5.054 4.694 2.277
H: -2.036 -0.561 -3.556
H: 0.015 1.042 -3.452
H: -0.888 -5.115 3.452
H: -2.647 -2.408 1.178
H: -3.076 -0.139 0.480
H: 2.108 -0.101 2.413
H: 2.029 -3.067 2.500
H: -4.400 -5.223 0.241
H: 1.949 -1.676 -1.251
H: 1.961 1.862 3.879
H: 3.170 0.315 -1.212

Output
- relative energy (zero: lowest compared OMol25 entry of this formula, charge and spin) (kcal per mole) = 24.11
- spin multiplicity = 3
- charge = +1
- lowest unoccupied orbital energy (spin up / spin down) (eV) = -2.378 / -4.747
- strongest force on any atom (eV/Å) = 2.92
- orbital gap (spin up / spin down) (eV) = 8.9 / 6.6
- energy (hartree) = -1672.386594


Entry 3:
Here is 5 unconnected molecules or ions with the total composition C20H55N5O5 at a distorted geometry from the OMol25 dataset. Energies are from ωB97M-V/def2-TZVPD.

Cartesian coordinates (Å):
O: 3.347 -13.052 10.011
O: 12.004 -13.695 8.795
O: 9.531 -7.590 10.214
O: 9.423 -13.310 11.906
O: 9.856 -3.139 7.729
N: 8.091 -11.611 14.939
N: 6.561 -4.695 7.449
N: 15.171 -12.131 9.890
N: 9.463 -10.251 10.047
N: 0.622 -13.018 9.152
C: 9.503 -6.319 10.811
C: 9.899 -10.750 13.561
C: 8.234 -8.122 10.047
C: 11.024 -3.203 6.931
C: 13.241 -13.007 8.586
C: 7.384 -3.259 9.266
C: 1.021 -13.508 11.570
C: 1.055 -12.473 10.455
C: 8.309 -13.367 11.051
C: 8.350 -9.497 9.440
C: 7.058 -10.268 9.426
C: 11.064 -13.462 7.796
C: 12.962 -11.172 10.281
C: 8.892 -4.142 7.418
C: 8.688 -11.651 13.601
C: 7.520 -3.637 7.780
C: 4.514 -13.050 10.807
C: 2.485 -11.960 10.266
C: 9.094 -13.089 13.256
C: 13.732 -12.423 9.903
H: 7.322 -2.724 7.205
H: 11.732 -2.531 7.405
H: 8.830 -11.711 15.627
H: 4.264 -13.029 11.873
H: 10.244 -9.611 10.030
H: 7.965 -11.324 12.852
H: 7.181 -11.241 8.945
H: 9.213 -5.014 7.996
H: 10.449 -10.822 12.627
H: 1.342 -13.672 8.855
H: 11.913 -11.419 10.461
H: 9.592 -9.708 13.683
H: 10.556 -12.492 7.919
H: 11.415 -4.229 6.926
H: 0.437 -11.603 10.690
H: 8.669 -13.295 10.026
H: 8.339 -3.230 9.788
H: 6.594 -10.403 10.405
H: 5.095 -13.912 10.491
H: 7.483 -12.416 15.049
H: 7.675 -12.477 11.164
H: 8.357 -13.821 13.633
H: 8.992 -5.624 10.132
H: 6.721 -3.965 9.769
H: 13.590 -13.161 10.696
H: 10.526 -6.011 11.015
H: 8.626 -9.344 8.381
H: 8.965 -6.254 11.767
H: 1.432 -13.068 12.488
H: 5.116 -12.149 10.629
H: 6.579 -4.867 6.450
H: 9.652 -11.121 9.573
H: 12.995 -10.396 9.511
H: 13.353 -10.767 11.215
H: 9.997 -13.361 13.819
H: 10.816 -2.923 5.893
H: 15.393 -11.482 9.138
H: 11.482 -13.507 6.782
H: 6.323 -9.748 8.801
H: 5.611 -4.463 7.704
H: 2.468 -11.265 9.421
H: 15.719 -12.953 9.654
H: 0.007 -13.758 11.899
H: 13.161 -12.200 7.850
H: 1.547 -14.411 11.276
H: 10.280 -14.223 7.826
H: 7.686 -7.438 9.383
H: -0.201 -13.589 9.318
H: 7.667 -14.235 11.238
H: 2.804 -11.412 11.158
H: 6.937 -2.269 9.354
H: 8.884 -4.365 6.341
H: 10.558 -10.995 14.401
H: 13.932 -13.782 8.236
H: 7.692 -8.142 11.005

Output
- relative energy (zero: lowest compared OMol25 entry of this formula, charge and spin) (kcal per mole) = 15.31
- lowest unoccupied orbital energy (eV) = 0.734
- strongest force on any atom (eV/Å) = 1.63
- orbital gap (eV) = 9.6
- energy (hartree) = -1444.870783